1.
{
  "formula": "C6H33NO10",
  "method": "ωB97M-V/def2-TZVPD",
  "symbols": ["C", "C", "O", "C", "N", "C", "C", "C", "H", "H", "H", "H", "H", "H", "H", "H", "H", "H", "H", "H", "H", "H", "H", "H", "H", "O", "H", "H", "O", "H", "H", "O", "H", "H", "O", "H", "H", "O", "H", "H", "O", "H", "H", "O", "H", "H", "O", "H", "H", "O"],
  "xyz": [[1.30, -0.31, -0.01], [2.58, -1.08, -0.53], [3.27, -0.26, -1.39], [0.06, -1.24, 0.31], [-0.78, -1.74, -0.81], [-2.25, -1.71, -0.84], [-2.92, -1.06, -2.05], [-0.28, -3.08, -1.27], [1.71, 0.24, 0.85], [1.08, 0.53, -0.70], [3.28, -1.26, 0.24], [2.48, -2.15, -0.93], [2.89, -0.11, -2.23], [0.42, -2.13, 0.89], [-0.46, -0.88, 1.14], [-2.67, -2.86, -0.62], [-2.53, -1.13, 0.14], [-2.90, -1.67, -2.96], [-2.35, -0.09, -1.99], [-3.81, -0.55, -1.90], [0.80, -2.93, -1.26], [-0.46, -3.19, -2.37], [-0.59, -3.97, -0.69], [-2.08, 2.72, -0.46], [-2.36, 4.21, 0.21], [-2.48, 3.20, 0.32], [1.68, 0.06, 3.14], [1.91, 0.57, 4.46], [1.63, 0.77, 3.63], [-3.24, 1.83, 2.40], [-2.43, 1.35, 1.40], [-2.62, 1.18, 2.34], [0.38, 2.93, 1.43], [1.59, 2.17, 1.80], [1.36, 2.95, 1.24], [1.00, 2.39, -1.78], [-0.36, 2.81, -2.56], [0.20, 2.09, -2.35], [2.13, 1.84, -4.07], [1.84, 0.80, -2.87], [2.47, 1.28, -3.47], [-0.25, -4.61, 2.10], [-0.79, -3.44, 1.24], [-0.99, -4.13, 1.89], [2.03, 3.43, -0.30], [3.18, 2.80, -1.08], [2.44, 3.41, -1.11], [-3.32, -1.34, 2.85], [-2.75, -2.69, 2.40], [-2.85, -2.07, 3.16]],
  "homo_lumo_gap_ev": [10.94, 6.03],
  "e_lumo_ev": [-2.81, -7.70],
  "total_charge": 1,
  "spin_multiplicity": 2
}


2.
{
  "formula": "C6H34N2O10",
  "method": "ωB97M-V/def2-TZVPD",
  "symbols": ["C", "C", "N", "C", "C", "C", "C", "N", "H", "H", "H", "H", "H", "H", "H", "H", "H", "H", "H", "H", "H", "H", "O", "H", "H", "O", "H", "H", "O", "H", "H", "O", "H", "H", "O", "H", "H", "O", "H", "H", "O", "H", "H", "O", "H", "H", "O", "H", "H", "O", "H", "H"],
  "xyz": [[0.59, -1.66, 0.13], [1.98, -1.23, -0.40], [2.74, -2.50, -0.70], [2.71, -0.35, 0.71], [3.20, 0.96, 0.05], [2.64, 2.10, 0.94], [1.69, 2.98, 0.59], [1.30, 4.04, 1.37], [0.74, -2.34, 0.99], [0.17, -2.06, -0.82], [0.03, -0.74, 0.38], [1.96, -0.62, -1.29], [2.54, -3.24, -0.08], [3.66, -2.38, -1.00], [3.62, -0.87, 1.13], [2.03, -0.05, 1.53], [2.72, 1.17, -0.93], [4.27, 1.15, 0.00], [3.26, 2.28, 1.84], [0.99, 2.99, -0.37], [0.35, 4.48, 1.21], [1.72, 4.28, 2.22], [-1.00, 1.77, 0.04], [-1.97, 1.65, 0.44], [-0.76, 0.83, 0.09], [-0.20, -1.29, 2.80], [-0.85, -1.76, 2.26], [-0.50, -1.49, 3.74], [-3.19, 0.44, 1.87], [-2.49, 0.57, 2.51], [-3.85, 0.57, 2.59], [-1.41, 4.67, -0.16], [-0.91, 4.62, -0.98], [-1.73, 3.79, -0.17], [-2.60, -2.52, 0.85], [-3.01, -1.66, 1.01], [-2.62, -2.45, -0.14], [-1.46, 1.15, 3.85], [-0.94, 0.48, 3.32], [-0.96, 2.00, 3.80], [1.71, -2.96, -3.08], [2.12, -3.31, -2.27], [2.41, -2.44, -3.40], [-1.17, -2.98, -2.96], [-0.23, -2.60, -2.84], [-1.51, -2.50, -3.71], [-3.47, -1.67, -1.51], [-3.31, -0.84, -1.96], [-3.30, -2.37, -2.09], [-2.84, 0.33, -3.85], [-1.94, 0.38, -4.13], [-2.95, 1.18, -3.41]],
  "smiles": "C[C@H](N)CC/C=C/N.O.O.O.O.O.O.O.O.O.O",
  "homo_lumo_gap_ev": 7.47,
  "e_lumo_ev": 0.00
}


3.
{
  "formula": "C6H34NO11",
  "method": "ωB97M-V/def2-TZVPD",
  "symbols": ["C", "C", "C", "C", "O", "C", "C", "N", "H", "H", "H", "H", "H", "H", "H", "H", "H", "H", "H", "H", "H", "H", "H", "H", "O", "H", "H", "O", "H", "H", "O", "H", "H", "O", "H", "H", "O", "H", "H", "O", "H", "H", "O", "H", "H", "O", "H", "H", "O", "H", "H", "O"],
  "xyz": [[0.55, 0.69, -1.58], [1.72, 1.00, -0.66], [1.52, 2.06, 0.44], [-0.16, 0.93, 3.80], [0.67, -0.18, 4.16], [0.65, 1.81, 2.85], [0.75, 1.40, 1.59], [-0.59, -0.22, -1.09], [0.80, 0.24, -2.53], [0.00, 1.57, -1.89], [2.13, 0.10, -0.23], [2.44, 1.46, -1.33], [0.81, 2.83, 0.22], [2.47, 2.46, 0.78], [-1.07, 0.59, 3.31], [-0.34, 1.50, 4.70], [0.81, -0.67, 3.34], [1.26, 2.60, 3.29], [-0.01, 0.76, 1.17], [-1.45, -0.01, -1.61], [-0.82, 0.00, -0.11], [-0.25, -1.17, -1.21], [-1.50, -2.09, -3.49], [-2.10, -3.33, -2.94], [-1.68, -2.51, -2.64], [2.85, -0.54, -3.88], [1.68, -0.68, -4.86], [2.09, -0.08, -4.25], [0.88, -4.51, 1.97], [1.42, -3.19, 2.37], [0.96, -3.61, 1.63], [3.71, -0.63, 2.64], [3.69, -1.54, 1.34], [3.16, -1.09, 2.00], [-2.22, -1.70, 4.80], [-0.66, -1.59, 4.82], [-1.41, -1.97, 4.36], [-2.72, -1.00, 1.21], [-2.65, 0.46, 1.72], [-2.22, -0.18, 1.14], [-2.17, -3.60, 0.54], [-1.17, -2.68, 1.16], [-1.77, -2.73, 0.39], [-3.97, -0.06, -3.49], [-3.87, -0.27, -2.05], [-3.58, 0.38, -2.72], [0.45, 4.23, -2.18], [1.85, 3.70, -2.56], [1.04, 3.46, -2.10], [-0.71, 1.74, -4.16], [-0.24, 3.21, -4.01], [-1.00, 2.65, -4.16]],
  "homo_lumo_gap_ev": 9.39,
  "e_lumo_ev": -2.53,
  "total_charge": 1
}


4.
{
  "formula": "C6H35NO12",
  "method": "ωB97M-V/def2-TZVPD",
  "symbols": ["C", "N", "C", "C", "C", "C", "C", "H", "H", "H", "H", "H", "H", "H", "H", "H", "H", "H", "H", "H", "O", "H", "H", "O", "H", "H", "O", "H", "H", "O", "H", "H", "O", "H", "H", "O", "H", "H", "O", "H", "H", "O", "H", "H", "O", "H", "H", "O", "H", "H", "O", "H", "H", "O"],
  "xyz": [[0.85, 1.53, -3.40], [0.08, 1.12, -2.23], [-0.01, 1.93, -1.11], [-0.47, 1.38, 0.05], [-0.77, 2.14, 1.25], [-1.53, 1.67, 2.25], [0.36, 3.36, -1.26], [0.46, 2.46, -3.84], [0.74, 0.73, -4.15], [1.92, 1.67, -3.20], [0.04, 0.13, -2.05], [-0.72, 0.33, 0.14], [-0.37, 3.15, 1.30], [-1.73, 2.29, 3.13], [-2.01, 0.70, 2.22], [0.52, 3.88, -0.31], [1.26, 3.52, -1.83], [-0.48, 3.90, -1.81], [3.32, 2.32, -1.30], [4.24, 3.48, -1.73], [3.56, 2.89, -2.06], [1.00, -0.76, 3.11], [1.68, -1.86, 4.00], [1.12, -1.74, 3.21], [-1.45, -3.74, 1.32], [-2.47, -3.24, 0.30], [-1.66, -3.80, 0.36], [-0.42, -3.18, -0.44], [0.62, -3.44, -1.61], [0.34, -2.78, -0.97], [1.86, -2.37, 1.80], [1.57, -2.73, 0.26], [2.27, -2.71, 0.97], [3.54, -1.68, 0.54], [4.59, -1.39, -0.49], [4.22, -0.98, 0.30], [-5.84, 1.57, -2.23], [-4.81, 0.56, -1.75], [-5.13, 1.48, -1.58], [-4.08, -1.50, -1.21], [-3.15, -0.80, -2.26], [-4.08, -1.02, -2.07], [1.99, 0.95, -0.46], [3.39, 0.48, 0.12], [2.78, 1.27, 0.01], [2.51, 1.73, 2.95], [2.08, 1.63, 1.49], [1.71, 1.71, 2.41], [-3.38, -1.33, 0.95], [-4.60, -2.36, 0.91], [-3.80, -2.07, 0.47], [-0.22, -2.77, 3.08], [-0.49, -4.25, 3.39], [-0.94, -3.46, 3.06]],
  "homo_lumo_gap_ev": [2.33, 7.18],
  "e_lumo_ev": [2.56, 2.51],
  "total_charge": -1,
  "spin_multiplicity": 2
}


5.
{
  "formula": "C6H36NO12",
  "method": "ωB97M-V/def2-TZVPD",
  "symbols": ["C", "O", "C", "C", "C", "C", "C", "N", "H", "H", "H", "H", "H", "H", "H", "H", "H", "H", "H", "H", "H", "H", "H", "H", "O", "H", "H", "O", "H", "H", "O", "H", "H", "O", "H", "H", "O", "H", "H", "O", "H", "H", "O", "H", "H", "O", "H", "H", "O", "H", "H", "O", "H", "H", "O"],
  "xyz": [[1.59, 0.28, 2.93], [2.87, 0.20, 2.30], [0.78, -0.97, 2.77], [-0.80, -0.91, 3.34], [-1.52, -2.29, 3.26], [-1.71, 0.11, 2.62], [-1.36, 1.62, 2.86], [0.79, -1.34, 1.31], [1.01, 1.12, 2.51], [1.65, 0.43, 3.98], [1.02, -1.83, 3.30], [-0.77, -0.69, 4.39], [-1.81, -2.78, 2.36], [-2.41, -2.16, 3.96], [-0.79, -2.94, 3.68], [-1.62, -0.03, 1.47], [-2.79, 0.08, 2.90], [-1.22, 2.05, 1.85], [-2.13, 2.18, 3.32], [-0.69, 1.70, 3.69], [1.04, -2.32, 1.21], [1.42, -0.76, 0.84], [-1.83, 1.49, -0.61], [-1.09, 3.08, -0.87], [-1.74, 2.49, -0.61], [1.73, 0.59, -1.11], [0.30, 0.48, -2.26], [1.19, 0.37, -2.24], [-2.04, 0.34, -4.32], [-2.17, 0.95, -3.07], [-2.04, 0.10, -3.42], [2.16, -0.56, -3.05], [2.85, -1.99, -3.04], [2.47, -1.30, -3.69], [2.21, 2.61, 0.01], [3.03, 3.49, -0.66], [2.28, 3.58, -0.16], [0.98, 3.81, -0.79], [-0.08, 4.39, 0.13], [0.01, 4.19, -0.85], [2.13, -3.36, -0.63], [0.68, -3.08, -0.47], [1.38, -3.79, -0.35], [-0.25, -1.37, -4.16], [0.99, -1.84, -3.77], [-0.02, -2.16, -3.75], [3.28, 0.40, -0.41], [2.65, 0.66, 1.44], [2.52, 0.90, -0.24], [-2.36, -2.04, -2.43], [-2.49, -2.48, -0.95], [-2.91, -2.65, -1.90], [-3.79, 1.55, -0.13], [-3.37, 0.04, -0.15], [-3.89, 0.70, -0.58]],
  "homo_lumo_gap_ev": 9.17,
  "e_lumo_ev": 2.78,
  "total_charge": -1
}


6.
{
  "formula": "C6H36NO16S",
  "method": "ωB97M-V/def2-TZVPD",
  "symbols": ["C", "O", "C", "C", "N", "H", "H", "C", "C", "O", "C", "H", "H", "H", "H", "H", "H", "H", "H", "H", "H", "H", "H", "H", "H", "S", "O", "O", "O", "O", "O", "H", "H", "O", "H", "H", "O", "H", "H", "O", "H", "H", "O", "H", "H", "O", "H", "H", "O", "H", "H", "O", "H", "H", "O", "H", "H", "O", "H", "H"],
  "xyz": [[-4.72, -2.07, -2.05], [-4.54, -0.81, -1.48], [-3.11, -0.55, -1.06], [-3.23, 0.67, -0.23], [-2.04, 1.42, 0.12], [-1.28, 0.80, 0.34], [-1.42, 1.62, -0.58], [-2.03, 2.57, 1.09], [-0.66, 2.87, 1.76], [-0.84, 3.88, 2.73], [0.42, 4.18, 3.36], [-5.85, -2.18, -2.25], [-4.64, -2.86, -1.31], [-3.99, -2.17, -2.86], [-2.46, -0.33, -1.90], [-2.53, -1.26, -0.42], [-3.78, 0.35, 0.67], [-3.83, 1.28, -0.86], [-2.67, 2.33, 1.83], [-2.41, 3.29, 0.62], [0.20, 3.27, 0.95], [-0.27, 1.86, 2.13], [0.08, 5.09, 3.86], [1.12, 4.51, 2.74], [0.50, 3.37, 3.96], [1.26, -0.41, -0.11], [1.17, -1.69, -0.81], [0.02, -0.09, 0.44], [2.25, -0.70, 0.93], [1.71, 0.56, -1.19], [-0.20, 2.21, -1.75], [0.66, 1.69, -1.60], [-0.50, 2.33, -2.59], [3.18, -3.22, -1.68], [3.02, -3.80, -0.91], [2.56, -2.79, -1.23], [2.03, 0.29, -3.68], [2.28, -0.60, -3.92], [1.73, 0.36, -2.78], [3.10, 2.59, -1.78], [2.60, 2.81, -2.58], [2.60, 1.82, -1.39], [4.73, -1.31, 0.50], [4.60, -2.11, 0.40], [3.88, -0.99, 0.86], [-0.35, -3.73, 0.10], [0.21, -4.15, 0.63], [0.35, -3.12, -0.18], [2.00, -2.60, 2.69], [2.04, -3.41, 2.21], [1.93, -1.94, 1.97], [-0.12, -2.73, -3.01], [0.18, -2.49, -2.10], [0.60, -2.60, -3.61], [-1.35, -1.06, 2.37], [-0.86, -0.89, 1.58], [-0.88, -1.82, 2.54], [2.64, 1.12, 2.86], [2.85, 0.37, 2.16], [2.04, 0.95, 3.51]],
  "homo_lumo_gap_ev": 9.75,
  "e_lumo_ev": 2.38,
  "total_charge": -1
}


7.
{
  "formula": "C6H36O12",
  "method": "ωB97M-V/def2-TZVPD",
  "symbols": ["C", "O", "H", "H", "H", "H", "C", "O", "H", "H", "H", "H", "C", "O", "H", "H", "H", "H", "C", "O", "H", "H", "H", "H", "C", "O", "H", "H", "H", "H", "C", "O", "H", "H", "H", "H", "O", "H", "H", "O", "H", "H", "O", "H", "H", "O", "H", "H", "O", "H", "H", "O", "H", "H"],
  "xyz": [[-0.89, 7.04, 2.11], [0.12, 7.80, 1.56], [-1.66, 6.86, 1.35], [-0.51, 6.03, 2.30], [-1.19, 7.56, 3.01], [0.28, 7.58, 0.64], [0.32, -9.05, -0.26], [0.15, -7.83, 0.38], [1.24, -8.95, -0.85], [0.43, -9.86, 0.46], [-0.50, -9.37, -0.90], [0.30, -7.09, -0.21], [5.50, 3.54, 0.43], [5.93, 2.20, 0.27], [4.99, 3.88, -0.47], [4.70, 3.50, 1.17], [6.27, 4.22, 0.80], [6.15, 1.85, 1.14], [-0.36, 0.11, 0.95], [-1.35, 1.03, 0.57], [-0.26, 0.19, 2.03], [-0.59, -0.88, 0.56], [0.61, 0.27, 0.49], [-1.32, 1.16, -0.38], [7.09, -3.56, -2.93], [6.04, -2.55, -2.96], [7.77, -3.36, -2.10], [6.65, -4.54, -2.78], [7.61, -3.61, -3.89], [6.29, -1.87, -2.33], [-4.70, -0.96, 8.97], [-3.70, -0.74, 8.00], [-5.49, -1.46, 8.40], [-4.40, -1.64, 9.77], [-5.18, -0.09, 9.43], [-4.13, -0.25, 7.29], [-6.59, 0.58, -3.75], [-6.06, 1.26, -4.16], [-5.97, -0.12, -3.55], [-5.06, 2.24, 3.69], [-5.86, 1.99, 3.22], [-4.37, 2.20, 3.03], [-1.59, 2.37, -4.25], [-2.26, 2.92, -4.64], [-1.46, 1.66, -4.88], [1.02, -4.22, -3.38], [1.05, -4.60, -4.26], [1.82, -3.69, -3.32], [-3.40, -3.07, -4.62], [-3.07, -2.54, -5.35], [-2.62, -3.31, -4.13], [0.87, 6.62, -3.61], [0.76, 5.67, -3.59], [0.61, 6.88, -4.49]],
  "smiles": "CO.CO.CO.CO.CO.CO.O.O.O.O.O.O",
  "homo_lumo_gap_ev": 9.78,
  "e_lumo_ev": -0.20
}


8.
{
  "formula": "C6H37O13",
  "method": "ωB97M-V/def2-TZVPD",
  "symbols": ["C", "O", "C", "C", "C", "C", "C", "H", "H", "H", "H", "H", "H", "H", "H", "H", "H", "H", "H", "H", "H", "H", "O", "H", "H", "O", "H", "H", "O", "H", "H", "O", "H", "H", "O", "H", "H", "O", "H", "H", "O", "H", "H", "O", "H", "H", "O", "H", "H", "O", "H", "H", "O", "H", "H", "O"],
  "xyz": [[-1.80, 0.46, -0.25], [-1.16, 1.14, -1.25], [-1.49, -1.07, -0.46], [-2.37, -2.11, 0.35], [-1.96, -2.31, 1.77], [-0.46, -2.06, 2.16], [0.59, -3.20, 1.82], [-2.77, 0.67, -0.18], [-1.32, 0.61, 0.78], [-0.42, -1.34, -0.33], [-1.68, -1.25, -1.58], [-3.37, -1.84, 0.28], [-1.89, -2.96, -0.30], [-2.45, -1.68, 2.40], [-2.23, -3.42, 2.06], [-0.35, -1.75, 3.21], [-0.16, -1.13, 1.64], [0.28, -4.11, 2.42], [0.76, -3.42, 0.75], [1.49, -2.74, 2.11], [2.74, -3.39, -0.44], [3.48, -2.33, 0.27], [3.40, -3.40, 0.25], [1.39, -2.31, -2.72], [1.45, -1.40, -1.56], [1.47, -2.34, -1.83], [-0.67, 3.62, -1.39], [-0.37, 2.35, -2.42], [-0.02, 3.27, -2.03], [-0.36, 3.79, -0.02], [-0.71, 2.32, -0.13], [-0.66, 3.08, 0.46], [-3.82, 2.11, 1.66], [-2.43, 2.88, 1.08], [-3.32, 3.00, 1.63], [0.54, 3.08, 1.80], [1.92, 2.91, 2.24], [1.11, 3.27, 2.49], [0.25, 0.53, -1.26], [0.42, 0.07, -2.75], [0.95, 0.08, -1.88], [2.19, 0.78, -2.97], [3.80, 0.35, -2.91], [3.01, 0.77, -3.35], [-0.28, 1.63, 3.81], [-1.60, 0.82, 4.21], [-0.71, 1.05, 4.37], [3.25, 0.70, -0.67], [4.55, -0.04, -0.25], [3.85, 0.03, -0.92], [-2.28, -0.68, -3.31], [-2.15, 0.65, -2.88], [-2.67, 0.11, -3.55], [1.87, 2.78, -0.71], [1.28, 1.50, -1.24], [1.92, 1.86, -0.46]],
  "homo_lumo_gap_ev": 8.94,
  "e_lumo_ev": 2.65,
  "total_charge": -1
}


9.
{
  "formula": "C6H38N2O11",
  "method": "ωB97M-V/def2-TZVPD",
  "symbols": ["C", "C", "C", "C", "C", "N", "N", "C", "H", "H", "H", "H", "H", "H", "H", "H", "H", "H", "H", "H", "H", "H", "H", "H", "O", "H", "H", "O", "H", "H", "O", "H", "H", "O", "H", "H", "O", "H", "H", "O", "H", "H", "O", "H", "H", "O", "H", "H", "O", "H", "H", "O", "H", "H", "O", "H", "H"],
  "xyz": [[-1.21, 1.79, 2.52], [-0.66, 1.05, 1.18], [0.37, -0.02, 1.60], [0.66, -0.91, 0.38], [1.67, -1.93, 1.11], [3.02, -1.75, 0.53], [-0.49, -1.57, -0.28], [-0.08, -2.74, -1.19], [-2.23, 2.05, 2.43], [-0.52, 2.68, 2.80], [-1.18, 1.22, 3.34], [-1.42, 0.62, 0.51], [-0.15, 1.83, 0.59], [-0.14, -0.67, 2.28], [1.30, 0.26, 2.05], [1.19, -0.39, -0.45], [1.36, -2.91, 0.83], [1.78, -1.94, 2.31], [3.69, -1.40, 1.18], [3.29, -2.37, -0.30], [-1.14, -1.99, 0.37], [0.09, -3.56, -0.50], [0.81, -2.37, -1.76], [-0.90, -3.00, -1.75], [-0.42, 4.63, -0.85], [-0.03, 4.40, -0.09], [-1.22, 4.13, -1.03], [-2.21, -2.99, 1.23], [-2.85, -2.38, 1.35], [-2.55, -3.87, 1.00], [1.52, 2.30, -1.94], [1.32, 3.24, -1.81], [0.61, 2.06, -2.30], [-0.61, -2.90, 3.13], [-1.46, -2.94, 2.77], [-0.08, -3.55, 2.67], [3.45, 0.71, -2.70], [2.90, 1.45, -2.39], [4.23, 0.70, -2.14], [3.05, 1.82, 0.01], [3.19, 1.16, 0.72], [2.20, 1.47, -0.23], [-1.99, -0.31, -3.77], [-1.19, 0.16, -3.53], [-1.97, -1.16, -3.53], [0.37, 0.32, -2.79], [0.39, 0.21, -1.92], [1.30, 0.16, -3.21], [-3.37, 0.20, -1.16], [-2.49, 0.12, -0.80], [-2.95, 0.10, -2.10], [-4.28, -0.96, 0.97], [-4.31, -0.49, 0.19], [-4.21, -0.22, 1.53], [1.41, 3.80, 1.18], [1.52, 2.89, 1.52], [1.64, 3.73, 0.25]],
  "smiles": "CCC[C@@H](CN)NC.O.O.O.O.O.O.O.O.O.O.O",
  "homo_lumo_gap_ev": 8.75,
  "e_lumo_ev": 0.19
}